No. 1
The following is a quantum chemistry calculation of an isolated ion of composition F2NO3S and charge -1 in a non-equilibrium geometry, from OMol25.

Atoms and positions in Å:
N (-0.62, -0.86, 0.48)
O (-0.10, 1.07, -1.85)
O (-0.09, -0.70, 1.57)
O (1.48, 0.84, -0.07)
F (0.10, -2.19, 0.08)
F (-0.94, 1.35, 0.32)
S (0.17, 0.50, -0.52)

- HOMO-LUMO gap (spin up / spin down): 8.78 / 8.78 eV
- Highest occupied orbital energy (spin up / spin down): -4.7 / -4.7 eV
- Strongest force on any atom: 4.8 eV Å⁻¹
- SMILES string: O=S(=O)(F)N([O-])F
- Energy relative to the best compared isomer or geometry (same formula, charge and spin): 22.5 kcal per mole
- Total charge: -1

These are the Löwdin partial charges, in e, on atoms 1 to 4: -0.269, -0.384, -0.157, -0.332



No. 2
The following is a quantum chemistry calculation of C32H34AsN3O8SW as an isolated structure, from OMol25.

Atoms and positions in Å:
W (-1.01, -0.08, 1.28)
C (-0.11, -1.79, 4.43)
C (-0.96, -1.91, 3.21)
C (-0.47, -2.43, 2.00)
C (-1.34, -2.77, 0.92)
C (-0.86, -3.67, -0.16)
C (-2.64, -2.26, 0.96)
C (-3.15, -1.64, 2.12)
C (-4.59, -1.33, 2.24)
C (-2.27, -1.43, 3.21)
H (0.90, -2.17, 4.27)
H (-0.57, -2.39, 5.23)
H (-0.08, -0.76, 4.79)
H (0.55, -2.78, 1.95)
H (-0.90, -4.69, 0.24)
H (0.18, -3.48, -0.43)
H (-1.50, -3.65, -1.04)
H (-3.32, -2.48, 0.15)
H (-5.06, -2.20, 2.72)
H (-5.08, -1.20, 1.27)
H (-4.79, -0.47, 2.89)
H (-2.65, -0.93, 4.09)
O (5.72, -0.21, -1.08)
C (5.42, -0.65, 0.22)
C (3.96, -0.42, 0.47)
C (3.43, -0.42, 1.72)
C (2.04, -0.24, 1.89)
N (1.16, -0.29, 0.91)
C (1.64, -0.41, -0.41)
C (3.09, -0.11, -0.70)
C (0.68, -0.58, -1.35)
C (0.95, -0.29, -2.80)
C (-0.16, -0.74, -3.71)
C (0.10, -0.77, -5.18)
O (1.41, -0.32, -5.43)
C (-1.35, -1.10, -3.19)
C (-1.55, -1.02, -1.79)
N (-0.63, -0.79, -0.89)
H (6.62, -0.46, -1.32)
H (6.02, -0.14, 0.98)
H (5.59, -1.73, 0.34)
H (4.05, -0.51, 2.60)
H (1.65, -0.09, 2.89)
H (3.42, -0.71, -1.55)
H (1.86, -0.81, -3.12)
H (-0.66, -0.14, -5.68)
H (-0.06, -1.80, -5.53)
H (1.63, -0.44, -6.36)
H (-2.18, -1.39, -3.81)
H (-2.56, -1.17, -1.42)
O (3.81, 3.49, 1.03)
As (2.15, 3.34, 0.70)
O (1.13, 4.04, 1.69)
O (-0.42, 0.64, 2.68)
C (2.15, 2.21, -0.83)
C (3.39, 1.42, -1.14)
C (3.67, 1.53, -2.62)
C (2.65, 1.49, -3.46)
C (1.25, 1.26, -2.94)
C (1.07, 1.96, -1.59)
S (-0.57, 2.43, -1.09)
O (-0.50, 3.76, -0.63)
O (-1.47, 1.98, -2.09)
O (-0.81, 1.51, 0.17)
H (4.02, 4.15, 1.73)
H (4.26, 1.77, -0.58)
H (4.69, 1.66, -2.94)
H (2.77, 1.58, -4.53)
H (0.51, 1.71, -3.62)
C (-5.07, 2.73, 1.61)
C (-4.79, 2.03, 0.44)
C (-3.68, 1.21, 0.41)
N (-2.87, 1.05, 1.48)
C (-3.14, 1.75, 2.61)
C (-4.22, 2.59, 2.70)
H (-5.92, 3.40, 1.66)
H (-5.41, 2.12, -0.44)
H (-3.42, 0.68, -0.50)
H (-2.45, 1.63, 3.43)
H (-4.39, 3.13, 3.62)

- HOMO-LUMO gap: 5.84 eV
- Highest occupied orbital energy: -19.2 eV
- Strongest force on any atom: 0.7 eV Å⁻¹
- Energy relative to the best compared isomer or geometry (same formula, charge and spin): 60.1 kcal per mole
- Total charge: +4

These are the Löwdin partial charges, in e, on atoms 1 to 4: 1.921, 0.018, -0.273, -0.046



No. 3
The following is a quantum chemistry calculation of one molecule with the formula C4H7NO in a non-equilibrium geometry, from OMol25.

Atoms and positions in Å:
C (-1.26, 2.02, 0.02)
C (-0.08, 1.16, 0.31)
C (-0.42, -1.32, -0.13)
C (0.30, -0.06, -0.57)
N (-0.06, 2.42, -0.39)
O (-2.39, 2.32, 0.12)
H (0.32, 1.24, 1.28)
H (0.14, -1.76, 0.64)
H (-0.58, -1.99, -1.00)
H (-1.37, -0.92, 0.24)
H (0.02, 0.29, -1.61)
H (1.32, -0.28, -0.53)
H (0.55, 3.27, -0.05)

- HOMO-LUMO gap: 10.20 eV
- Highest occupied orbital energy: -9.4 eV
- Strongest force on any atom: 4.8 eV Å⁻¹
- SMILES string: CC[C@H]1NC1=O
- Energy relative to the best compared isomer or geometry (same formula, charge and spin): 60.1 kcal per mole

These are the Löwdin partial charges, in e, on atoms 1 to 4: -0.477, -0.200, -0.097, -0.210



No. 4
The following is a quantum chemistry calculation of one molecule with the formula C5H11NO in a non-equilibrium geometry, from OMol25.

Atoms and positions in Å:
C (2.46, 1.09, 1.80)
C (1.54, -0.29, 1.55)
C (0.12, -0.05, 1.00)
C (0.23, -0.14, -0.61)
C (-1.14, -0.31, -1.24)
N (-2.22, 0.12, -0.52)
O (-1.36, -0.67, -2.49)
H (3.48, 0.72, 1.88)
H (2.07, 1.69, 2.58)
H (2.52, 1.75, 0.90)
H (2.08, -0.50, 0.57)
H (1.78, -0.91, 2.51)
H (-0.65, -0.60, 1.39)
H (-0.33, 0.98, 1.19)
H (0.68, 0.82, -0.73)
H (0.82, -0.96, -1.08)
H (-3.03, 0.17, -1.21)
H (-2.25, -0.43, 0.52)

- HOMO-LUMO gap: 10.32 eV
- Highest occupied orbital energy: -9.6 eV
- Strongest force on any atom: 5.5 eV Å⁻¹
- SMILES string: CCCCC(N)=O
- Energy relative to the best compared isomer or geometry (same formula, charge and spin): 68.1 kcal per mole

These are the Löwdin partial charges, in e, on atoms 1 to 4: -0.100, -0.196, -0.220, -0.104



What total energy values result from the calculations? In sequence: -878.32403; -4705.47550; -286.53592; -327.02289 Ha.